# 1
Below is the molecule C18H15ClN2O3, with properties calculated with ωB97M-V with the def2-TZVPD basis set.

Geometry as ORCA input:
```
! wB97M-V def2-TZVPD RIJCOSX def2/J DEFGRID3
* xyz 0 1
C -2.001 -3.638 -4.179
C -1.700 -3.433 -2.727
C -0.925 -2.349 -2.334
C -0.646 -2.130 -0.992
C -1.098 -3.032 -0.033
C -1.860 -4.116 -0.423
C -2.171 -4.309 -1.759
H -2.775 -5.155 -2.051
H -2.218 -4.814 0.319
H -0.852 -2.872 1.007
N 0.140 -1.049 -0.576
C 0.139 0.197 -1.064
C -0.659 0.896 -1.916
C -0.130 2.235 -2.104
O -0.526 3.152 -2.760
O 1.029 2.331 -1.343
C 1.232 1.159 -0.616
N 1.163 1.496 0.796
C 1.538 0.662 1.793
O 1.777 -0.520 1.586
C 1.603 1.263 3.147
C 1.905 2.606 3.363
C 1.972 3.100 4.653
C 1.735 2.266 5.734
C 1.447 0.927 5.526
C 1.388 0.426 4.240
H 1.175 -0.617 4.058
H 1.272 0.273 6.367
H 1.784 2.659 6.738
H 2.212 4.140 4.816
H 2.123 3.262 2.533
H 0.924 2.458 0.986
H 2.230 0.744 -0.833
Cl -2.140 0.440 -2.655
H 0.759 -1.196 0.226
H -0.522 -1.684 -3.081
H -2.486 -2.754 -4.590
H -2.653 -4.495 -4.327
H -1.080 -3.800 -4.738
*
```

**Energy above the lowest of the compared OMol25 structures with the same formula, charge and spin**: 85.4 kJ/mol
**SMILES string**: Cc1cccc(NC2=C(Cl)C(=O)O[C@H]2NC(=O)c2ccccc2)c1
**HOMO energy**: -8.22 eV

Results of the Löwdin charge analysis, in e, for atoms 1 through 8:
1 C -0.045
2 C -0.274
3 C -0.038
4 C -0.234
5 C -0.023
6 C -0.078
7 C -0.053
8 H 0.107

# 2
Below is a cluster of 2 separate species, C8H16O4PS in total, with properties calculated with ωB97M-V with the def2-TZVPD basis set.

Geometry as ORCA input:
```
! wB97M-V def2-TZVPD RIJCOSX def2/J DEFGRID3
* xyz -1 1
C -1.225 -0.801 -0.090
C -1.308 1.243 1.478
C -1.606 1.533 -1.052
C -3.371 0.330 0.178
C 0.053 -0.913 -0.960
C 0.761 -2.167 -0.342
C 1.771 -1.769 0.705
C -1.871 0.570 0.215
O 3.867 2.132 0.719
O -1.665 -1.815 0.394
O 1.877 1.521 -0.668
O 1.395 -0.997 1.557
P 3.936 -0.620 -0.673
S 2.780 1.225 0.474
H -1.896 1.967 1.902
H -1.269 0.554 2.236
H -0.272 1.653 1.198
H -2.394 2.164 -1.078
H -1.505 1.007 -1.886
H -0.633 2.075 -1.033
H -3.496 -0.568 0.919
H -3.757 0.072 -0.744
H -3.856 1.280 0.395
H 0.442 0.095 -0.798
H -0.378 -0.994 -1.895
H 0.039 -2.762 0.244
H 1.232 -2.820 -1.020
H 4.992 -0.181 -1.439
H 2.624 -2.434 0.636
H 4.737 -0.579 0.428
*
```

**Energy above the lowest of the compared OMol25 structures with the same formula, charge and spin**: 197.0 kJ/mol
**HOMO energy**: -3.23 eV

Results of the Löwdin charge analysis, in e, for atoms 1 through 8:
1 C -0.338
2 C -0.007
3 C -0.018
4 C -0.063
5 C -0.064
6 C -0.148
7 C -0.427
8 C -0.459

# 3
Below is the ion C6H16N with charge +1, with properties calculated with ωB97M-V with the def2-TZVPD basis set.

Geometry as ORCA input:
```
! wB97M-V def2-TZVPD RIJCOSX def2/J DEFGRID3
* xyz 1 1
C 3.329 0.371 0.498
C 1.915 0.851 0.921
C 0.809 -0.134 0.406
C -0.055 0.520 -0.657
C -1.052 -0.486 -1.270
C -2.050 -1.108 -0.262
N -3.011 -0.067 0.212
H 4.018 0.421 1.341
H 3.386 -0.642 0.119
H 3.763 1.011 -0.275
H 1.631 1.832 0.568
H 2.003 0.814 2.002
H 1.300 -1.024 0.066
H 0.121 -0.218 1.250
H -0.619 1.412 -0.371
H 0.599 0.795 -1.484
H -1.657 -0.007 -2.045
H -0.527 -1.335 -1.675
H -1.553 -1.580 0.578
H -2.506 -1.907 -0.843
H -3.745 0.013 -0.439
H -3.531 -0.378 1.039
H -2.569 0.844 0.323
*
```

**Energy above the lowest of the compared OMol25 structures with the same formula, charge and spin**: 88.8 kJ/mol
**SMILES string**: CCCCCC[NH3+]
**HOMO energy**: -14.06 eV

Results of the Löwdin charge analysis, in e, for atoms 1 through 8:
1 C -0.097
2 C -0.217
3 C -0.207
4 C -0.218
5 C -0.177
6 C -0.146
7 N 0.219
8 H 0.070